Entry from the OMol25 dataset: a molecular structure, C34H50N6O6S3Se4Ti at a distorted geometry (ωB97M-V/def2-TZVPD).

Structure (XYZ):
```
104
Properties=species:S:1:pos:R:3:lowdin_spin:R:1
Ti -1.187 0.892 -0.674 0.9143
O 0.642 0.214 1.533 0.0150
S 2.047 -0.092 1.819 0.0017
C 2.398 1.001 3.377 0.0010
C 1.177 1.801 3.789 0.0002
C 0.801 2.841 2.730 0.0001
C -0.533 3.519 2.979 0.0012
S -1.599 3.541 1.412 0.0035
O -1.194 2.257 0.769 0.0098
C -0.764 4.883 0.576 0.0012
C 0.497 4.749 0.001 0.0000
C 1.010 5.783 -0.754 0.0000
C 0.283 6.955 -0.936 0.0000
C -0.971 7.087 -0.350 0.0000
C -1.493 6.059 0.404 0.0001
C 2.002 -1.630 2.786 0.0028
C 3.163 -2.166 3.318 0.0007
C 3.097 -3.351 4.033 0.0032
C 1.884 -3.999 4.199 0.0001
C 0.730 -3.467 3.640 0.0034
C 0.792 -2.281 2.934 0.0006
H 3.221 1.652 3.084 0.0001
H 2.724 0.346 4.181 0.0001
H 1.353 2.292 4.757 0.0000
H 0.349 1.098 3.912 0.0000
H 0.727 2.289 1.787 -0.0001
H 1.596 3.586 2.629 0.0000
H -0.454 4.558 3.292 0.0001
H -1.133 2.973 3.708 0.0001
H 1.043 3.821 0.085 -0.0001
H 1.975 5.669 -1.226 0.0000
H 0.682 7.748 -1.554 0.0000
H -1.549 7.988 -0.516 0.0000
H -2.479 6.133 0.842 0.0000
H 4.103 -1.665 3.150 0.0004
H 3.997 -3.771 4.464 0.0007
H 1.838 -4.931 4.746 -0.0001
H -0.214 -3.984 3.750 0.0001
H -0.076 -1.851 2.458 0.0005
O 2.067 4.279 -4.962 0.0001
C 1.524 2.984 -5.159 0.0009
C 0.815 2.460 -3.895 0.0006
C 0.144 1.139 -4.304 0.0020
O -0.888 1.298 -5.247 0.0003
C 1.875 2.187 -2.834 0.0027
Se 1.328 1.408 -1.076 -0.0034
C -0.187 3.525 -3.461 0.0035
Se -1.656 2.960 -2.269 -0.0111
H 2.360 4.607 -5.818 0.0000
H 2.330 2.284 -5.427 0.0000
H 0.787 2.994 -5.973 0.0001
H -0.220 0.649 -3.395 0.0019
H 0.908 0.481 -4.740 0.0001
H -1.725 1.122 -4.791 0.0000
H 2.399 3.119 -2.602 -0.0003
H 2.594 1.464 -3.231 -0.0004
H -0.697 3.930 -4.337 -0.0002
H 0.338 4.335 -2.952 0.0001
O -3.332 0.462 -3.556 0.0012
C -4.512 -0.206 -3.252 0.0001
C -4.406 -1.223 -2.087 0.0001
C -5.583 -2.215 -2.240 0.0000
O -6.836 -1.599 -2.434 0.0000
C -3.143 -2.077 -2.204 -0.0010
Se -1.343 -1.240 -2.151 -0.0118
C -4.555 -0.605 -0.688 0.0000
Se -4.052 1.292 -0.365 -0.0089
H -3.161 1.127 -2.859 0.0004
H -4.791 -0.754 -4.162 0.0000
H -5.308 0.517 -3.017 -0.0001
H -5.622 -2.864 -1.348 0.0000
H -5.421 -2.859 -3.110 0.0000
H -6.854 -0.814 -1.869 0.0000
H -3.156 -2.598 -3.165 -0.0007
H -3.150 -2.820 -1.399 0.0001
H -3.972 -1.185 0.027 0.0004
H -5.602 -0.640 -0.371 -0.0002
N -3.294 -2.140 4.710 0.0091
C -2.652 -1.309 3.781 0.0265
N -1.991 -0.193 4.299 0.0083
N -2.664 -1.632 2.513 0.0007
C -2.145 -0.931 1.581 0.0368
N -1.653 -0.409 0.656 -0.0084
H -2.685 -2.396 5.481 0.0014
H -3.644 -2.965 4.241 0.0001
H -2.493 0.271 5.048 0.0011
H -1.726 0.445 3.554 0.0010
C 2.366 -6.818 -0.964 0.0489
C 3.076 -5.624 -0.419 0.2414
C 4.364 -5.583 0.053 0.0163
C 4.871 -4.366 0.540 0.2592
N 4.139 -3.230 0.550 0.0960
C 2.922 -3.253 0.063 0.0533
S 1.936 -1.912 -0.124 0.0128
N 2.352 -4.449 -0.373 0.1511
C 6.280 -4.229 1.023 0.0509
H 3.027 -7.679 -1.006 -0.0008
H 1.992 -6.611 -1.969 0.0126
H 1.506 -7.065 -0.337 0.0156
H 4.978 -6.474 0.044 -0.0074
H 1.434 -4.372 -0.787 0.0091
H 6.792 -5.191 1.024 -0.0009
H 6.294 -3.814 2.030 0.0127
H 6.831 -3.541 0.380 0.0155
```

The calculation puts the gap between HOMO and LUMO (spin up / spin down) at 3.278 / 4.758 eV. Its total charge is -2. The molar mass is 1098.72 g mol⁻¹. The value obtained for the energy relative to the best compared isomer or geometry (same formula, charge and spin) is 0.0 kJ/mol. As for the expectation value of S²: 2.0298. As for the spin multiplicity: 3. The calculation puts the HOMO energy (spin up / spin down) at 0.0103 / -0.0443 Ha.



Entry from the OMol25 dataset: a molecular structure, C34H50P2Pd at a distorted geometry (ωB97M-V/def2-TZVPD).

Structure (XYZ):
```
87
Properties=species:S:1:pos:R:3:lowdin_spin:R:1
Pd 0.641 -0.866 -2.082 0.7572
C -0.683 -1.961 0.202 0.3165
C 0.738 -2.093 -0.213 0.2531
C 0.541 -0.498 1.486 0.1828
C -0.775 -0.954 1.163 0.1925
C 1.470 -1.204 0.724 0.3109
C -1.790 -2.841 -0.241 0.0477
H -1.530 -3.392 -1.153 0.0012
H -2.701 -2.258 -0.438 0.0095
H -2.040 -3.578 0.545 0.0188
C -2.009 -0.450 1.820 0.0634
H -2.893 -0.634 1.203 0.0017
H -1.927 0.633 1.984 0.0277
H -2.165 -0.928 2.800 0.0120
C 0.818 0.531 2.530 0.0619
H 0.693 0.112 3.544 0.0103
H 0.101 1.367 2.426 0.0293
H 1.839 0.931 2.444 0.0011
C 2.943 -1.184 0.895 0.0481
H 3.240 -1.691 1.830 0.0183
H 3.326 -0.155 0.949 0.0109
H 3.443 -1.687 0.062 0.0014
C 1.313 -3.425 -0.606 0.0496
H 1.441 -4.139 0.223 0.0194
H 2.298 -3.262 -1.057 0.0078
H 0.661 -3.897 -1.348 0.0041
C -1.807 0.957 -6.210 0.0027
C -1.925 -0.374 -6.383 0.0007
C -1.058 -1.237 -7.247 0.0002
C 0.410 -0.780 -7.273 0.0004
C 0.962 -0.323 -5.949 0.0032
C 1.170 0.983 -5.699 0.0027
C 0.533 2.109 -6.481 0.0003
C -0.920 1.895 -6.977 0.0004
H -1.448 -1.275 -8.282 -0.0001
H 0.521 -0.007 -8.047 0.0001
H -1.109 -2.274 -6.888 0.0000
H -0.903 1.634 -8.050 0.0001
H -2.563 1.467 -5.594 0.0003
H -2.837 -0.859 -6.029 0.0001
H -1.411 2.883 -6.945 0.0000
H 0.544 3.029 -5.867 0.0002
H 1.983 1.302 -5.054 0.0001
H 1.148 2.370 -7.361 0.0000
H 1.016 -1.629 -7.638 0.0000
H 1.351 -1.118 -5.301 0.0009
P -1.380 -0.016 -2.657 0.2453
P 1.582 1.261 -1.984 0.1387
C -0.856 1.532 -3.476 0.0356
C 0.384 2.294 -2.941 0.0245
H -1.716 2.207 -3.553 0.0027
H -0.631 1.171 -4.489 0.0026
H 0.945 2.739 -3.777 0.0010
H 0.063 3.117 -2.283 0.0015
C 1.861 2.189 -0.450 0.0150
H 2.613 1.679 0.170 0.0010
H 0.924 2.268 0.123 0.0010
H 2.220 3.211 -0.682 0.0045
C 3.197 1.147 -2.840 0.0429
H 3.515 2.124 -3.234 0.0090
H 3.121 0.410 -3.650 0.0037
H 3.934 0.786 -2.111 0.0006
C -3.011 0.256 -1.986 0.0554
H -3.327 -0.602 -1.375 0.0021
H -3.698 0.374 -2.842 0.0146
H -3.013 1.164 -1.366 0.0006
C -1.412 -1.538 -3.657 0.0445
H -0.621 -2.254 -3.345 0.0116
H -1.236 -1.308 -4.709 0.0061
H -2.391 -2.019 -3.512 0.0013
C -2.568 5.138 4.862 0.0060
C -2.049 3.853 5.150 -0.0091
C -1.633 3.013 4.133 0.0180
C -1.743 3.421 2.780 0.0869
C -1.417 2.605 1.705 0.6301
C -1.560 2.935 0.393 0.0733
C -2.053 4.257 0.095 0.0361
C -2.385 5.127 1.113 -0.0257
C -2.266 4.746 2.470 0.0308
C -2.661 5.580 3.543 -0.0004
H -2.895 5.787 5.676 0.0004
H -1.980 3.522 6.191 -0.0005
H -1.222 2.019 4.347 0.0011
H -1.315 2.244 -0.412 0.0103
H -2.162 4.553 -0.950 0.0063
H -2.755 6.130 0.892 -0.0003
H -3.049 6.574 3.316 0.0015
```

The calculation puts the gap between HOMO and LUMO (spin up / spin down) at 7.334 / 4.592 eV. Its total charge is +2. The molar mass is 627.14 g mol⁻¹. As for the expectation value of S²: 6.0251. As for the spin multiplicity: 5. The calculation puts the HOMO energy (spin up / spin down) at -0.4670 / -0.4629 Ha.